1.
Entry from OMol25: C22H45ErN2OP3Se as an isolated structure in a non-equilibrium geometry (ωB97M-V/def2-TZVPD).

Positions of all 75 atoms, in Å:
Er -0.298 -1.719 0.859
Se 1.441 -2.737 2.707
P 0.792 3.158 -0.754
P -2.520 -0.039 1.343
P 1.408 -1.997 -1.314
O -0.863 1.424 -2.293
N 1.139 -0.208 4.162
N 3.047 -0.342 3.117
C -1.888 -3.065 -0.059
C 1.222 -3.596 -2.207
C -2.296 -0.352 -5.597
C -0.114 -0.606 4.785
C -1.697 0.946 -3.264
C -2.000 -1.104 -4.455
C -1.537 -3.534 1.226
C 3.118 -2.052 -0.674
C 0.139 3.289 0.950
C 1.837 0.962 4.425
C 3.018 0.886 3.765
C 4.175 -0.858 2.372
C -1.854 -0.446 -3.237
C 2.295 2.144 -0.466
C -1.985 1.737 -4.377
C 1.855 -0.992 3.287
C -3.041 1.161 0.059
C -2.352 1.044 -5.535
C 1.460 4.813 -1.119
C 1.660 -0.952 -2.785
C -4.152 -0.870 1.587
C -2.408 1.032 2.828
H -2.443 -0.867 -6.545
H 3.156 -2.654 0.246
H -1.429 1.530 2.853
H -1.676 -0.929 -2.275
H -2.606 1.616 -6.419
H -4.719 -0.379 2.390
H -2.906 -2.725 -0.279
H 5.110 -0.667 2.915
H -4.009 -1.924 1.854
H -0.750 2.371 -2.237
H -3.193 1.802 2.824
H -0.943 3.474 0.892
H -1.863 -2.183 -4.497
H 2.009 1.218 0.061
H -0.677 -1.253 4.090
H -0.917 -4.428 1.360
H 1.056 -4.425 -1.505
H 2.159 5.144 -0.339
H 3.029 2.704 0.134
H 3.451 -1.029 -0.449
H 0.781 -1.030 -3.436
H 0.300 2.344 1.487
H -4.725 -0.803 0.651
H 0.352 -3.524 -2.876
H -3.621 0.625 -0.705
H -2.526 0.423 3.735
H 0.037 -1.175 5.721
H -2.157 1.603 -0.415
H 4.068 -1.938 2.224
H 1.804 0.093 -2.489
H 3.798 -2.484 -1.422
H -0.691 0.307 4.989
H 1.434 1.729 5.069
H 2.746 1.874 -1.433
H -2.156 -3.342 2.117
H 2.554 -1.318 -3.310
H 0.606 5.502 -1.195
H 2.120 -3.789 -2.813
H 3.841 1.576 3.714
H 4.220 -0.365 1.394
H 0.634 4.110 1.484
H -1.778 2.809 -4.341
H 1.961 4.761 -2.097
H -3.660 1.966 0.481
H -1.386 -3.473 -0.943

Computed properties:
- Charge: +3
- 2S+1: 4
- Orbital gap (alpha / beta): 0.107 / 0.112 Ha


2.
Entry from OMol25: a 10-piece molecular cluster, C21H56B3F12N7O7 overall in a non-equilibrium geometry (ωB97M-V/def2-TZVPD).

Positions of all 106 atoms, in Å:
F -2.803 -27.449 -5.262
F -6.398 -23.918 -5.378
F -5.408 -24.469 -3.515
F -3.447 -28.716 -3.570
F -7.344 -27.031 -2.188
F -7.885 -29.167 -2.350
F -8.277 -27.898 -4.069
F -6.164 -28.404 -3.576
F -4.252 -23.153 -4.971
F -3.095 -29.572 -5.543
F -1.417 -28.899 -4.181
F -4.656 -25.315 -5.493
O 2.813 -31.678 -2.439
O -0.856 -32.758 -4.945
O -6.336 -32.439 -0.050
O -0.536 -22.499 -7.625
O -3.095 -24.237 -2.014
O -3.467 -27.458 -10.357
O -5.781 -26.983 -8.216
N -2.464 -33.935 -6.443
N -5.005 -32.455 -1.997
N -1.423 -28.701 -10.575
N -4.100 -26.428 -2.235
N 0.855 -31.205 -1.102
N -6.778 -26.816 -6.050
N -1.031 -23.127 -5.332
C -2.514 -28.316 -8.281
C 2.183 -33.607 -1.104
C 1.114 -22.023 -6.060
C -1.663 -34.922 -4.173
C -8.062 -26.121 -6.410
C -1.314 -24.612 -5.656
C -4.890 -30.896 -2.024
C -1.505 -26.214 -2.237
C -2.597 -32.674 -7.311
C -5.807 -29.031 -6.916
C 2.023 -32.139 -1.620
C -0.273 -31.024 -2.099
C -6.056 -33.074 -1.088
C -6.156 -27.573 -7.217
C -4.470 -27.121 -0.919
C -6.571 -34.477 -1.440
C -1.587 -33.766 -5.158
C -2.578 -28.107 -9.747
C -2.886 -25.465 -2.112
C -0.214 -22.434 -6.435
C -1.917 -29.680 -11.698
B -7.420 -28.084 -3.029
B -5.133 -24.218 -4.820
B -2.678 -28.665 -4.676
H -1.858 -22.606 -5.078
H -3.169 -32.899 -8.211
H -1.211 -35.897 -4.349
H -5.788 -35.017 -1.973
H 1.433 -34.289 -1.505
H 1.244 -30.306 -0.856
H -1.025 -29.987 -12.245
H -1.087 -30.543 -1.557
H -2.160 -34.722 -6.998
H -3.937 -27.091 -2.979
H -3.210 -31.973 -6.746
H -7.415 -34.379 -2.123
H 0.060 -30.634 -3.061
H 0.630 -31.610 -0.204
H 1.008 -21.334 -5.222
H -1.825 -25.103 -4.828
H -5.163 -32.808 -2.930
H -0.749 -29.161 -9.980
H -6.744 -29.587 -6.904
H -1.618 -32.250 -7.538
H -5.244 -29.311 -7.806
H -1.174 -27.003 -1.561
H -6.932 -35.121 -0.638
H -0.845 -27.959 -10.944
H -0.697 -32.020 -2.233
H -0.438 -25.201 -5.928
H -3.352 -34.333 -6.173
H 1.622 -22.922 -5.710
H -3.259 -27.665 -7.823
H -2.802 -29.317 -7.958
H -2.642 -29.248 -12.387
H -4.268 -30.579 -1.187
H -0.784 -25.400 -2.160
H -6.064 -26.107 -5.961
H -3.722 -27.879 -0.687
H 1.742 -21.490 -6.774
H -4.716 -25.706 -2.582
H -4.485 -26.503 -0.021
H -1.482 -26.703 -3.210
H -8.750 -26.784 -6.935
H 2.065 -33.556 -0.021
H -2.649 -35.195 -3.796
H -4.098 -32.799 -1.716
H -1.121 -34.702 -3.254
H -2.468 -30.543 -11.324
H -1.995 -24.570 -6.506
H -8.456 -25.706 -5.483
H -1.554 -28.077 -7.823
H -6.881 -27.394 -5.228
H -0.534 -23.010 -4.461
H -5.258 -29.233 -5.997
H 3.176 -33.964 -1.375
H -5.884 -30.454 -1.955
H -4.293 -30.706 -2.916
H -7.836 -25.256 -7.034
H -5.452 -27.586 -1.005

Computed properties:
- Charge: +5
- 2S+1: 2
- Orbital gap (alpha / beta): 0.302 / 0.103 Ha


| no. | molar mass (g/mol) |
| --- | --- |
| 1 | 692.76 |
| 2 | 779.13 |